Entry 1:
{
  "formula": "C18H28BNO9P2S",
  "method": "the ωB97M-V functional and the def2-TZVPD basis",
  "total_charge": 0,
  "orbital_gap_ev": 4.472,
  "fmax_ev_per_a": 4.64,
  "total_energy_ev": -69116.7174,
  "lumo_energy_ev": -3.2,
  "species": ["C", "C", "O", "O", "C", "O", "C", "B", "O", "C", "C", "C", "C", "O", "P", "O", "C", "C", "C", "C", "O", "N", "C", "C", "C", "C", "C", "C", "P", "S", "O", "H", "H", "H", "H", "H", "H", "H", "H", "H", "H", "H", "H", "H", "H", "H", "H", "H", "H", "H", "H", "H", "H", "H", "H", "H", "O", "H", "H", "H"],
  "xyz": [[-1.9607, 3.3494, 1.7594], [-2.2537, 4.6315, 0.8996], [-2.9370, 5.4927, 1.3692], [-1.6656, 4.6884, -0.3675], [-1.8885, 3.4867, -1.1121], [-3.0150, 3.0717, -1.2140], [-0.7288, 2.7339, -1.8323], [-0.0735, 1.4994, -0.9498], [1.4000, 1.6035, -0.9319], [2.0918, 0.5261, -1.5656], [2.5163, 1.1126, -2.9547], [3.6893, 2.2488, -2.6945], [5.2365, 1.6672, -2.9036], [4.4212, 2.6634, -3.8641], [3.3892, 0.0946, -0.2998], [4.2475, 1.2563, 0.1433], [0.8845, -0.5355, -1.8995], [0.9906, -2.0109, -1.3933], [0.9067, -2.1507, 0.1696], [-0.0884, -3.2230, 0.6814], [-0.6248, -4.0745, 0.0397], [-0.3532, -3.1945, 2.1492], [-1.6993, -2.5898, 2.2570], [-1.9266, -1.2147, 1.8179], [-3.2693, -0.6141, 1.8787], [-4.3859, -1.4034, 2.3844], [-4.1447, -2.7573, 2.8588], [-2.8212, -3.3560, 2.7991], [0.3663, -0.7400, -3.7393], [-1.3720, -1.6354, -3.9295], [-0.2790, 0.1037, -1.3940], [-0.8903, 3.0485, 1.6586], [-2.6016, 2.5359, 1.3350], [-2.2391, 3.4997, 2.8331], [0.0757, 3.5123, -2.0012], [-1.1427, 2.3966, -2.8166], [-0.6650, 1.5377, 0.1006], [1.7422, 1.7724, -3.4249], [2.9972, 0.3956, -3.6614], [3.5189, 3.0014, -1.8440], [6.1297, 2.1710, -3.3454], [5.4584, 2.1295, -1.8609], [2.8096, -0.4317, 0.9045], [4.1687, -0.9899, -0.8378], [0.2328, -2.7125, -1.8352], [1.9909, -2.4107, -1.7408], [0.7275, -1.1317, 0.5941], [1.9298, -2.4790, 0.5263], [0.3470, -2.5553, 2.5522], [-1.1310, -0.5372, 1.4157], [-3.4266, 0.4224, 1.5123], [-5.3879, -0.9200, 2.3911], [-4.9958, -3.3415, 3.2671], [-2.6458, -4.3971, 3.1615], [1.4140, -1.3855, -4.4590], [0.1934, 0.5375, -4.3667], [-0.9126, -3.7968, 5.4290], [-0.1021, -3.9318, 5.9636], [-0.6996, -3.4707, 4.5082], [-1.5484, -3.1991, 5.8792]]
}

=====

Entry 2:
{
  "formula": "C2H7ClOSi",
  "method": "the ωB97M-V functional and the def2-TZVPD basis",
  "total_charge": 0,
  "orbital_gap_ev": 9.836,
  "fmax_ev_per_a": 3.93,
  "relative_energy_kcal_mol": 95.06,
  "total_energy_ev": -24634.2548,
  "lumo_energy_ev": -0.1,
  "species": ["C", "C", "Si", "O", "H", "H", "H", "H", "H", "H", "Cl", "H"],
  "xyz": [[-1.8856, -0.0614, 1.0517], [-1.0542, 0.2409, -0.2454], [0.7779, 0.1042, 0.4594], [1.4248, 1.1228, 1.4084], [-1.2979, 0.2645, 1.8208], [-2.7952, 0.4557, 0.9889], [-2.2038, -1.1726, 1.1476], [-1.1497, -0.5186, -0.9665], [-1.1824, 1.3150, -0.6672], [1.1943, -1.3597, 0.2540], [3.6631, 0.0788, -2.2156], [4.5088, -0.4697, -3.0360]]
}

=====

Entry 3:
{
  "formula": "C3H7BrNO",
  "method": "the ωB97M-V functional and the def2-TZVPD basis",
  "total_charge": 1,
  "orbital_gap_ev": 10.847,
  "fmax_ev_per_a": 5.75,
  "relative_energy_kcal_mol": 38.27,
  "total_energy_ev": -76795.7678,
  "lumo_energy_ev": -4.2,
  "species": ["Br", "C", "N", "C", "C", "O", "H", "H", "H", "H", "H", "H", "H"],
  "xyz": [[2.7330, 0.2385, -0.2172], [1.0158, -0.0342, 0.8950], [0.0807, 1.0105, 0.3958], [-0.9979, 0.3192, -0.4555], [-0.4838, -1.1617, -0.4975], [0.4270, -1.3060, 0.5462], [1.1504, -0.1235, 1.9059], [0.7522, 1.7164, -0.1419], [-0.3017, 1.4748, 1.1548], [-1.0981, 0.7468, -1.4077], [-2.0213, 0.2655, -0.1873], [-1.2712, -1.7877, -0.4240], [0.0150, -1.3586, -1.5666]]
}